[1]
# C6H18InO6

C6H18InO6 as an isolated structure at a distorted geometry (ωB97M-V/def2-TZVPD, the Open Molecules 2025 dataset).

XYZ file:
```
31
Properties=species:S:1:pos:R:3:forces:R:3
In -0.782 -0.212 0.781 0.11 0.06 -0.01
C 3.597 1.936 1.731 -1.85 1.04 2.72
C 2.870 3.245 1.290 0.86 -0.29 -1.51
O 1.590 3.076 0.822 -0.89 -1.30 -0.02
O 2.675 1.349 2.721 0.70 0.29 -1.41
H 4.542 2.195 2.208 0.02 0.11 -0.02
H 3.802 1.117 1.043 -0.24 0.34 -1.05
H 3.355 3.901 0.567 0.96 -0.33 -0.35
H 2.743 4.003 2.063 0.58 -0.07 1.48
H 1.355 3.860 0.320 -0.36 0.35 -0.29
H 3.184 0.993 3.453 0.23 -0.14 0.37
C 1.083 1.134 -3.817 -0.40 -0.01 2.68
C 2.491 0.825 -3.147 -1.31 0.02 -0.89
O 2.378 -0.197 -2.138 -0.24 0.37 -1.04
O 0.117 1.590 -2.800 1.52 0.11 -0.40
H 0.533 0.276 -4.203 0.66 -0.74 -0.35
H 1.098 1.826 -4.659 0.54 0.41 -0.02
H 3.075 1.615 -2.674 -0.69 0.75 -0.27
H 3.091 0.503 -3.998 0.20 -0.30 0.07
H 3.066 -0.806 -2.416 0.15 -0.72 0.46
H -0.674 1.852 -3.277 -0.45 0.12 -0.17
C -5.220 -3.073 1.396 1.79 1.48 1.31
C -4.098 -4.032 1.719 0.63 -0.02 -0.65
O -2.711 -3.785 1.448 -2.01 0.92 -0.04
O -4.906 -1.703 1.561 0.79 -0.77 -1.20
H -5.904 -3.074 2.245 -0.98 -1.41 0.56
H -5.803 -3.359 0.521 -0.22 0.18 -0.47
H -4.378 -4.970 1.239 -0.11 -0.55 -0.15
H -4.150 -4.278 2.780 -0.20 -0.20 0.73
H -2.284 -4.574 1.791 0.57 -0.36 0.05
H -5.734 -1.234 1.431 -0.37 0.65 -0.12
```
Forces are in eV/Å.

Values from the calculation:
relative energy (zero: lowest compared OMol25 entry of this formula, charge and spin): 5.567 eV
Kohn-Sham gap: 1.6 eV
net charge: +3
LUMO: -16.613 eV


[2]
# C6H18MgO6

C6H18MgO6 as an isolated structure at a distorted geometry (ωB97M-V/def2-TZVPD, the Open Molecules 2025 dataset).

XYZ file:
```
31
Properties=species:S:1:pos:R:3:forces:R:3
Mg 0.072 -0.080 -0.010 0.14 0.18 -0.14
C 1.301 2.130 -1.732 -0.43 -0.69 0.63
C 1.473 2.629 -0.339 -0.70 -0.19 0.65
O 0.404 1.915 0.452 0.95 0.90 -0.18
O 1.365 0.665 -1.560 -0.30 0.31 -0.92
H 2.074 2.537 -2.370 0.28 -0.31 -0.23
H 0.314 2.372 -2.134 0.14 0.14 0.07
H 1.335 3.716 -0.312 -0.09 -0.28 0.29
H 2.442 2.338 0.083 -0.20 0.17 -0.16
H 0.375 2.307 1.337 -0.07 -0.08 -0.16
H 1.234 0.289 -2.444 0.28 -0.20 0.20
C 1.990 -2.255 0.671 -0.17 -0.05 0.87
C 0.704 -2.940 0.359 0.00 0.12 -0.13
O 0.176 -2.056 -0.671 -0.68 -0.21 -0.38
O 1.549 -0.978 1.228 0.96 0.37 -0.22
H 2.554 -2.099 -0.243 0.12 0.06 -0.08
H 2.609 -2.754 1.412 -0.11 -0.20 0.01
H -0.011 -2.950 1.181 0.24 -0.01 0.20
H 0.857 -3.956 0.026 -0.01 -0.17 -0.48
H -0.468 -2.515 -1.228 0.05 0.04 0.08
H 2.360 -0.565 1.571 -0.53 0.20 0.00
C -2.734 -0.254 1.023 -0.32 0.20 0.81
C -2.758 0.871 0.060 0.51 -0.36 -1.17
O -1.784 0.407 -0.994 -0.38 0.62 0.69
O -1.349 -0.295 1.491 -0.60 -0.31 0.28
H -3.006 -1.219 0.589 0.09 0.18 -0.09
H -3.437 -0.033 1.837 0.38 -0.13 0.09
H -2.366 1.792 0.508 -0.07 -0.24 -0.23
H -3.758 1.050 -0.335 0.21 -0.09 -0.28
H -2.156 0.457 -1.881 -0.05 0.10 0.08
H -1.360 -0.528 2.428 0.37 -0.05 -0.11
```
Forces are in eV/Å.

Values from the calculation:
Kohn-Sham gap: 12.7 eV
net charge: +2
LUMO: -5.982 eV


[3]
# C6H18Mn2O7

C6H18Mn2O7 as an isolated structure at a distorted geometry (ωB97M-V/def2-TZVPD, the Open Molecules 2025 dataset).

XYZ file:
```
33
Properties=species:S:1:pos:R:3:forces:R:3
Mn 18.621 6.040 -10.078 -0.68 -0.56 1.90
Mn 17.737 5.366 -7.595 0.07 -0.83 0.86
O 18.223 4.298 -6.029 0.88 -0.22 0.81
H 19.127 4.329 -5.660 -0.80 -0.05 -0.42
O 18.391 4.160 -9.294 0.26 -0.03 -0.77
H 18.647 3.221 -9.211 0.01 1.14 -0.15
O 19.242 6.635 -8.163 1.09 0.97 -0.64
H 19.301 7.493 -7.699 -0.07 -0.74 -0.81
O 16.809 6.427 -9.273 -0.85 0.52 -0.76
H 15.962 6.913 -9.283 1.06 -0.42 -0.25
C 17.919 7.765 -5.207 -0.29 -0.20 -0.62
O 17.053 6.970 -6.043 -0.38 1.41 0.65
C 15.896 6.481 -5.360 0.41 0.00 -0.96
C 14.978 5.818 -6.415 1.35 -0.42 1.00
O 15.666 4.769 -7.108 -1.22 0.51 1.07
C 14.797 4.102 -7.994 0.22 0.35 -1.12
C 15.298 2.735 -8.225 0.14 -1.03 -0.43
O 15.158 1.901 -7.120 -0.67 -1.19 1.40
C 15.988 1.895 -5.935 0.94 0.44 -0.93
H 18.641 8.234 -5.875 0.14 -0.26 0.14
H 18.408 7.169 -4.437 0.08 -0.23 -0.15
H 17.401 8.589 -4.717 -0.44 -0.05 -0.02
H 15.290 7.260 -4.897 0.09 0.56 -0.11
H 16.293 5.888 -4.536 -0.50 -0.85 -0.20
H 14.653 6.514 -7.188 -0.20 0.45 0.33
H 14.151 5.413 -5.832 -0.36 -0.12 -0.32
H 14.740 4.609 -8.957 0.43 0.39 -0.29
H 13.745 4.073 -7.709 0.07 -0.09 0.94
H 16.257 2.625 -8.733 0.63 0.68 0.51
H 14.654 2.341 -9.011 -0.49 -0.38 0.12
H 15.693 1.103 -5.246 -0.68 0.05 -0.36
H 16.065 2.847 -5.410 -0.36 0.11 -0.16
H 17.021 1.660 -6.192 0.16 0.07 -0.27
```
Forces are in eV/Å.

Values from the calculation:
relative energy (zero: lowest compared OMol25 entry of this formula, charge and spin): 1.039 eV
spin multiplicity: 11
Kohn-Sham gap (spin up / spin down): 5.5 / 7.0 eV
⟨S²⟩: 30.007
net charge: 0
LUMO (spin up / spin down): -1.002 / -1.112 eV


[4]
# C6H18N2

A 2-piece molecular cluster, C6H18N2 overall at a distorted geometry (ωB97M-V/def2-TZVPD, the Open Molecules 2025 dataset).

XYZ file:
```
26
Properties=species:S:1:pos:R:3:forces:R:3
N -2.079 -0.639 2.058 -0.40 0.14 0.12
C 0.000 0.000 0.000 0.32 -0.11 0.44
C -1.325 0.645 2.094 0.40 -1.08 0.24
C 0.126 0.437 1.485 -1.31 1.12 -0.54
H -2.655 -0.658 1.209 0.32 -0.15 0.49
H -2.733 -0.687 2.847 0.35 0.02 -0.48
H -0.295 -1.061 -0.065 0.07 0.41 -0.01
H 0.973 0.127 -0.504 -0.40 -0.11 0.04
H -0.753 0.607 -0.530 0.31 -0.17 0.18
H -1.272 0.974 3.149 0.13 -0.09 -0.54
H -1.949 1.375 1.544 0.94 0.18 0.07
H 0.786 -0.263 2.033 -0.83 0.46 -0.02
H 0.599 1.437 1.513 0.00 -0.43 0.01
N 1.890 -2.625 1.521 0.79 1.20 0.87
C 0.256 -5.441 3.597 0.27 1.00 -0.22
C 1.003 -3.755 1.762 -0.16 0.38 -0.47
C 0.993 -4.060 3.285 -0.18 -1.37 -0.21
H 1.973 -2.158 0.611 -0.59 -0.88 0.34
H 1.627 -1.895 2.192 0.38 -0.39 -0.46
H -0.274 -5.420 4.563 0.25 -0.01 -0.40
H 1.021 -6.234 3.633 -0.43 0.24 -0.05
H -0.469 -5.687 2.803 0.21 0.09 0.35
H 1.338 -4.588 1.114 -0.18 0.09 0.63
H -0.018 -3.470 1.444 0.02 -0.53 0.25
H 0.553 -3.185 3.802 0.01 -0.54 -0.17
H 2.012 -4.213 3.689 -0.31 0.53 -0.47
```
Forces are in eV/Å.

Values from the calculation:
relative energy (zero: lowest compared OMol25 entry of this formula, charge and spin): 0.315 eV
Kohn-Sham gap: 9.7 eV
net charge: 0
LUMO: 1.005 eV


Question: Which of these has the highest net charge?
Answer: C6H18InO6